Entry 1:
{
  "formula": "C24H21N3O3",
  "method": "wB97M-V/def2-TZVPD",
  "relative_energy_kcal_mol": 18.02,
  "smiles": "CCOc1cccc(C(=O)Nc2cccc(-c3nnc(-c4ccc(C)cc4)o3)c2)c1",
  "gap_ev": 8.40,
  "charge": 0,
  "multiplicity": 1,
  "lumo_energy_ev": 0.04,
  "symbols": ["C", "C", "O", "C", "C", "C", "C", "C", "C", "O", "N", "C", "C", "C", "C", "C", "C", "N", "N", "C", "C", "C", "C", "C", "C", "C", "C", "O", "C", "C", "H", "H", "H", "H", "H", "H", "H", "H", "H", "H", "H", "H", "H", "H", "H", "H", "H", "H", "H", "H", "H"],
  "coordinates": [[-0.17395, 5.65439, -0.77324], [-1.05001, 5.63412, -2.02195], [-1.88133, 4.49057, -2.08802], [-1.36725, 3.30246, -2.48994], [-2.26737, 2.23302, -2.51296], [-1.86922, 0.98884, -2.95482], [-0.56468, 0.76902, -3.36357], [0.34487, 1.81822, -3.31446], [1.73802, 1.67569, -3.81080], [2.27416, 2.52347, -4.49666], [2.40993, 0.51308, -3.53453], [2.15293, -0.50010, -2.61300], [2.63592, -1.78122, -2.88930], [2.41842, -2.82081, -2.00479], [1.72259, -2.60477, -0.83069], [1.26015, -1.32295, -0.53651], [0.55452, -1.06858, 0.69803], [0.06682, 0.06488, 1.11099], [-0.49850, -0.15445, 2.30385], [-0.33913, -1.41668, 2.58395], [-0.77833, -2.11143, 3.76939], [-1.45904, -1.41321, 4.76779], [-1.87601, -2.07385, 5.90323], [-1.62936, -3.43468, 6.07457], [-2.07913, -4.13034, 7.32118], [-0.95134, -4.12102, 5.07418], [-0.52754, -3.47250, 3.93113], [0.32772, -2.05794, 1.59479], [1.48282, -0.26860, -1.41763], [-0.05720, 3.08353, -2.89786], [0.51346, 4.81248, -0.76414], [0.39820, 6.57776, -0.74444], [-0.79741, 5.59527, 0.11517], [-1.75020, 6.47423, -1.99629], [-0.44124, 5.72055, -2.92998], [-3.28081, 2.41369, -2.19171], [-2.58386, 0.18020, -2.98600], [-0.26465, -0.20100, -3.72924], [3.26177, 0.40842, -4.07405], [3.17886, -1.95566, -3.80696], [2.79257, -3.80667, -2.23606], [1.54352, -3.41270, -0.13872], [-1.64608, -0.36067, 4.62755], [-2.40282, -1.53212, 6.67534], [-3.12327, -3.90419, 7.52966], [-1.96294, -5.20742, 7.23272], [-1.49015, -3.78902, 8.17245], [-0.75295, -5.17670, 5.19199], [-0.00161, -4.01467, 3.15946], [1.12968, 0.71272, -1.14919], [0.67951, 3.87087, -2.91446]],
  "forces_ev_per_angstrom": [[-0.27, -0.15, -0.29], [0.29, 0.34, 0.15], [-0.16, -0.22, 0.03], [-0.04, -0.31, -0.08], [0.08, 0.21, 0.04], [-0.03, 0.03, 0.00], [0.20, 0.10, -0.10], [-0.52, 0.07, -0.08], [0.15, 0.00, -0.16], [-0.05, 0.14, 0.04], [0.44, -0.07, -0.37], [-0.08, -0.42, 0.45], [-0.08, 0.15, 0.00], [0.04, 0.02, 0.01], [-0.09, 0.11, 0.08], [0.30, -0.38, -0.43], [-0.42, 0.79, 0.43], [0.79, -0.18, -1.45], [-0.55, -0.69, 1.39], [-0.04, 0.93, -0.36], [-0.04, -0.52, 0.32], [0.11, -0.05, -0.17], [0.04, -0.08, -0.04], [0.03, -0.01, -0.10], [0.02, 0.03, 0.04], [-0.07, 0.02, 0.12], [0.00, 0.26, -0.11], [0.01, -0.06, 0.01], [0.10, -0.17, 0.12], [0.07, 0.15, 0.07], [0.09, -0.04, 0.04], [0.09, 0.09, 0.02], [-0.03, 0.01, 0.09], [0.14, -0.10, -0.08], [-0.11, 0.00, 0.04], [-0.12, 0.02, 0.04], [-0.07, -0.06, -0.01], [0.03, -0.08, 0.00], [-0.17, 0.15, 0.07], [0.02, -0.01, -0.12], [0.03, -0.07, -0.02], [-0.01, -0.07, 0.05], [-0.04, 0.12, 0.02], [-0.06, 0.07, 0.07], [-0.07, -0.04, 0.06], [-0.02, -0.07, 0.04], [0.00, -0.03, 0.09], [0.00, -0.09, 0.02], [0.04, -0.05, -0.05], [0.00, 0.10, 0.03], [0.02, 0.11, 0.00]],
  "nbo_charge": [-0.6376, -0.0659, -0.5082, 0.3900, -0.2594, -0.1923, -0.2125, -0.1368, 0.6717, -0.5891, -0.6135, 0.1602, -0.2269, -0.1964, -0.2190, -0.0272, 0.4319, -0.2783, -0.2871, 0.4435, -0.0748, -0.1641, -0.2164, 0.0025, -0.6299, -0.2077, -0.1928, -0.4112, -0.2291, -0.2900, 0.2133, 0.2152, 0.2169, 0.1932, 0.1742, 0.2248, 0.2171, 0.2189, 0.4112, 0.2132, 0.2190, 0.2225, 0.2356, 0.2132, 0.2217, 0.2160, 0.2239, 0.2106, 0.2214, 0.2512, 0.2335]
}

Entry 2:
{
  "formula": "C4H8N2",
  "method": "wB97M-V/def2-TZVPD",
  "relative_energy_kcal_mol": 116.93,
  "gap_ev": [7.39, 8.68],
  "charge": 0,
  "multiplicity": 1,
  "lumo_energy_ev": [0.09, 0.69],
  "symbols": ["C", "C", "C", "C", "N", "N", "H", "H", "H", "H", "H", "H", "H", "H"],
  "coordinates": [[1.08672, -0.71513, 0.15687], [0.39685, 0.37499, 1.14384], [-1.21097, -0.40165, -0.93943], [0.27766, -0.72204, -1.10174], [-0.47401, 1.30350, 0.53472], [-1.37839, 1.02510, -0.40137], [2.11398, -0.25446, -0.02664], [1.14681, -1.69072, 0.83562], [-0.08889, -0.44048, 1.80838], [1.02740, 0.98762, 1.80711], [-1.78049, -0.31174, -1.83342], [-1.63879, -1.08172, -0.26557], [0.51002, -0.32413, -2.00703], [0.01209, 2.25086, 0.28866]],
  "forces_ev_per_angstrom": [[1.52, 1.13, 0.44], [-0.47, -2.77, 1.48], [1.21, 1.16, 1.10], [-2.69, -0.37, 2.56], [0.76, 2.94, -0.85], [1.01, -1.27, -0.64], [-0.93, -1.34, -0.02], [-0.01, 1.85, -1.95], [-0.27, 2.17, -0.54], [0.32, -0.68, -0.43], [-0.19, -0.56, -0.86], [-1.07, -1.06, 1.00], [2.06, 0.94, -2.31], [-1.27, -2.13, 1.02]],
  "nbo_charge": [-0.4891, -0.2475, -0.3520, -0.1113, -0.3877, -0.2049, 0.2167, 0.2285, 0.1919, 0.2181, 0.2166, 0.1776, 0.1754, 0.3676]
}

Entry 3:
{
  "formula": "C12H17ClF2N2OPS2",
  "method": "wB97M-V/def2-TZVPD",
  "gap_ev": 6.96,
  "charge": 1,
  "multiplicity": 1,
  "lumo_energy_ev": -4.92,
  "symbols": ["O", "P", "Cl", "C", "C", "F", "C", "N", "C", "C", "C", "S", "C", "S", "C", "F", "H", "H", "H", "H", "H", "H", "H", "H", "H", "H", "C", "C", "C", "C", "N", "H", "H", "H", "H", "H", "H", "H"],
  "coordinates": [[6.44342, -0.25446, -1.84797], [5.76772, -0.47964, -0.39280], [5.86269, -2.51496, -0.09695], [3.92872, -0.42519, -0.83322], [3.40694, -1.05840, -1.95523], [4.20271, -1.73344, -2.76607], [2.05780, -1.01313, -2.23211], [1.21195, -0.35442, -1.42483], [-0.22154, -0.42236, -1.80743], [-0.85167, -1.81148, -1.59541], [-0.24710, -2.65325, -0.46832], [-1.10786, -2.45507, 1.11156], [1.65329, 0.28657, -0.32134], [0.57168, 1.16891, 0.76038], [3.02336, 0.25778, -0.04034], [3.46388, 0.88599, 1.02502], [5.80799, -0.22176, -2.57200], [1.65834, -1.51891, -3.09541], [-0.23715, -0.20804, -2.87208], [-0.78707, 0.37384, -1.34667], [-0.77309, -2.36345, -2.52839], [-1.90020, -1.65916, -1.36606], [-0.38264, -3.69939, -0.71984], [0.82274, -2.51711, -0.32713], [-1.20060, -1.12669, 1.19572], [0.48699, 0.21983, 1.70866], [-2.64857, 3.02672, 2.61247], [-4.08324, 2.73628, 2.18701], [-4.36477, 1.23728, 2.02047], [-3.50352, 0.65230, 0.99325], [-2.82706, 0.19450, 0.19136], [-1.93539, 2.69182, 1.85518], [-2.49906, 4.09659, 2.74942], [-2.40849, 2.53035, 3.55486], [-4.29494, 3.25243, 1.24937], [-4.77014, 3.13561, 2.93319], [-5.40235, 1.07120, 1.73054], [-4.19028, 0.70708, 2.95819]],
  "forces_ev_per_angstrom": [[-0.61, 0.19, 0.19], [0.48, 0.26, 0.51], [-0.20, 0.01, -0.15], [0.44, -0.24, -0.37], [-0.59, 0.28, 0.63], [-0.06, -0.02, -0.18], [0.38, -0.12, -0.17], [0.25, 0.12, 0.02], [-0.50, -0.04, -0.54], [0.61, -0.05, 0.24], [-0.34, 0.32, 0.01], [0.08, -0.56, 0.59], [0.00, -0.06, 0.52], [-0.19, 0.29, -0.15], [-0.08, -0.35, -0.52], [-0.05, 0.08, 0.18], [0.35, -0.23, -0.33], [-0.17, 0.00, -0.08], [0.07, 0.09, -0.12], [0.13, 0.00, 0.52], [-0.02, -0.09, -0.12], [-0.17, 0.06, -0.18], [-0.06, -0.17, 0.10], [0.11, 0.05, -0.09], [0.06, 0.06, -0.34], [0.18, -0.09, -0.07], [-0.02, -0.02, 0.00], [0.17, 0.13, 0.04], [0.00, 0.23, -0.03], [-0.39, 0.04, 0.35], [0.27, 0.07, -0.42], [-0.02, -0.02, 0.00], [0.01, 0.00, 0.02], [0.01, 0.01, 0.00], [-0.07, -0.04, -0.01], [-0.06, -0.07, -0.02], [0.00, -0.07, -0.01], [0.00, -0.04, -0.01]],
  "nbo_charge": [-0.9523, 1.1783, -0.2813, -0.4259, 0.3992, -0.2765, 0.0045, -0.2332, -0.2326, -0.4392, -0.5328, -0.0092, 0.0030, 0.0899, 0.4761, -0.2673, 0.5029, 0.2573, 0.2287, 0.2747, 0.2174, 0.2770, 0.2508, 0.1935, 0.1153, 0.1753, -0.6119, -0.3803, -0.5192, 0.3598, -0.4289, 0.1949, 0.2305, 0.2077, 0.2131, 0.2234, 0.2651, 0.2526]
}

| no. | largest force on an atom (eV/A) | molecular weight (g/mol) |
| --- | --- | --- |
| 1 | 1.7 | 399.45 |
| 2 | 3.7 | 84.12 |
| 3 | 0.9 | 373.84 |